No. 1
ORCA calculation (ωB97M-V/def2-TZVPD) on 8 unconnected molecules or ions with the total composition C36H87BNO17SSi in a non-equilibrium geometry.

```
144
Properties=species:S:1:pos:R:3
C -4.83 3.85 3.70
C -3.88 4.53 4.66
O -2.56 4.09 4.50
B -2.14 3.09 5.50
Si -1.43 4.00 7.19
C -0.91 2.74 8.52
C -2.64 5.19 8.05
C 0.14 4.97 6.73
O -3.20 2.04 5.74
C -2.80 0.99 4.92
C -1.31 0.99 5.25
N -0.49 -0.04 4.52
C -0.37 -1.12 5.08
S -0.21 -2.50 5.79
O -0.96 2.28 4.98
H -5.16 2.89 4.06
H -4.31 3.69 2.76
H -5.70 4.47 3.50
H -4.23 4.41 5.69
H -3.90 5.60 4.45
H -0.02 2.19 8.23
H -0.67 3.22 9.47
H -1.71 2.04 8.73
H -3.52 4.64 8.38
H -2.23 5.72 8.90
H -2.99 5.93 7.33
H 1.01 4.32 6.81
H 0.06 5.26 5.68
H 0.29 5.85 7.34
H -2.84 1.24 3.85
H -3.35 0.07 5.11
H -1.26 0.80 6.33
C 0.76 1.07 1.79
O 1.02 1.50 0.45
C 2.35 1.28 0.04
C 2.46 0.07 -0.86
O 2.21 -1.14 -0.16
C 0.91 -1.65 -0.39
H -0.30 1.14 1.97
H 1.08 0.03 1.93
H 1.28 1.70 2.51
H 3.02 1.17 0.90
H 2.67 2.16 -0.52
H 3.49 0.01 -1.25
H 1.78 0.18 -1.71
H 0.81 -2.01 -1.42
H 0.14 -0.90 -0.19
H 0.77 -2.49 0.29
C -0.19 -6.72 -3.66
O -0.94 -5.91 -4.55
C -1.51 -4.77 -3.93
C -0.73 -3.52 -4.24
O 0.55 -3.55 -3.63
C 1.60 -3.85 -4.53
H 0.32 -7.47 -4.25
H 0.56 -6.13 -3.11
H -0.85 -7.22 -2.94
H -1.58 -4.92 -2.85
H -2.53 -4.67 -4.32
H -1.27 -2.66 -3.83
H -0.64 -3.39 -5.32
H 1.76 -3.02 -5.22
H 1.39 -4.77 -5.09
H 2.50 -3.99 -3.94
C -6.45 2.14 7.24
O -7.39 2.82 6.42
C -8.68 2.24 6.45
C -9.63 3.05 7.31
O -9.28 2.99 8.68
C -8.60 4.15 9.14
H -5.54 2.73 7.26
H -6.82 2.02 8.26
H -6.21 1.16 6.82
H -8.65 1.21 6.81
H -9.06 2.24 5.42
H -10.64 2.64 7.21
H -9.65 4.09 6.96
H -9.28 5.01 9.16
H -7.74 4.38 8.51
H -8.26 3.94 10.15
C 4.32 -6.37 -2.71
O 4.62 -6.26 -4.09
C 5.59 -5.26 -4.37
C 6.94 -5.87 -4.66
O 7.50 -6.48 -3.50
C 7.39 -7.89 -3.51
H 3.69 -7.24 -2.57
H 5.23 -6.49 -2.11
H 3.77 -5.48 -2.36
H 5.66 -4.55 -3.54
H 5.26 -4.72 -5.26
H 7.63 -5.08 -4.97
H 6.86 -6.59 -5.47
H 8.04 -8.33 -4.27
H 6.36 -8.22 -3.68
H 7.71 -8.25 -2.53
C 0.23 7.15 -0.34
O -0.94 7.44 0.38
C -2.12 6.90 -0.22
C -2.59 5.64 0.48
O -1.71 4.55 0.28
C -0.90 4.28 1.43
H 1.08 7.48 0.26
H 0.32 6.08 -0.55
H 0.25 7.70 -1.30
H -1.95 6.70 -1.28
H -2.90 7.66 -0.13
H -3.56 5.36 0.05
H -2.73 5.84 1.54
H -1.52 3.94 2.26
H -0.35 5.17 1.74
H -0.20 3.50 1.16
C 3.00 3.17 -5.08
O 3.18 4.46 -4.53
C 2.16 5.38 -4.91
C 1.15 5.58 -3.81
O 0.38 4.42 -3.59
C 0.78 3.69 -2.44
H 3.74 2.52 -4.62
H 2.00 2.78 -4.88
H 3.17 3.19 -6.17
H 1.66 5.05 -5.82
H 2.66 6.34 -5.12
H 0.46 6.38 -4.10
H 1.65 5.90 -2.89
H 0.53 4.23 -1.52
H 1.85 3.48 -2.45
H 0.23 2.75 -2.43
C 4.74 -10.16 -8.71
O 3.74 -9.46 -8.00
C 4.26 -8.61 -6.99
C 4.25 -7.16 -7.41
O 5.17 -6.92 -8.47
C 4.55 -6.79 -9.74
H 4.25 -10.66 -9.54
H 5.50 -9.48 -9.11
H 5.22 -10.91 -8.08
H 5.28 -8.91 -6.72
H 3.63 -8.72 -6.10
H 4.56 -6.55 -6.56
H 3.24 -6.86 -7.70
H 3.96 -5.87 -9.79
H 3.90 -7.64 -9.95
H 5.34 -6.75 -10.48
```

Calculated values
- net charge = -1
- orbital gap (eV) = 6.07
- energy (Ha) = -3470.06906

No. 2
ORCA calculation (ωB97M-V/def2-TZVPD) on 15 unconnected molecules or ions with the total composition C21H72N12O15 in a non-equilibrium geometry.

```
120
Properties=species:S:1:pos:R:3
C -1.26 4.79 -0.08
C -1.12 4.75 -1.56
O -1.82 5.83 -2.19
H -2.28 4.81 0.34
H -0.76 5.65 0.44
H -0.92 3.85 0.33
H -1.49 3.82 -1.99
H -0.02 4.86 -1.74
H -1.22 6.28 -2.74
C -0.01 0.43 -4.64
C 0.76 1.75 -4.40
O 0.23 2.46 -3.26
H 0.17 -0.05 -5.60
H -1.02 0.72 -4.66
H 0.10 -0.25 -3.85
H 0.89 2.42 -5.25
H 1.83 1.53 -4.24
H 0.95 2.93 -2.85
C 2.76 -2.37 4.33
C 1.31 -2.11 3.96
O 0.52 -1.63 5.05
H 3.38 -1.46 4.51
H 3.24 -2.98 3.56
H 2.82 -2.91 5.36
H 0.78 -2.93 3.51
H 1.21 -1.22 3.22
H 0.04 -2.42 5.30
C 5.33 0.24 1.63
C 3.84 0.27 1.92
O 3.38 -1.05 1.67
H 5.51 -0.23 0.72
H 5.90 -0.41 2.23
H 5.90 1.21 1.64
H 3.34 1.03 1.29
H 3.70 0.59 2.98
H 3.92 -1.73 1.98
C 0.41 -3.58 -3.48
C 1.67 -2.76 -3.07
O 1.77 -2.64 -1.66
H -0.43 -3.12 -3.04
H 0.45 -4.60 -3.07
H 0.28 -3.56 -4.58
H 1.78 -1.79 -3.64
H 2.48 -3.36 -3.39
H 2.52 -2.04 -1.50
C -3.11 -2.71 -3.71
C -3.55 -1.19 -3.53
O -2.32 -0.65 -3.18
H -4.00 -3.30 -3.86
H -2.79 -3.20 -2.83
H -2.32 -2.75 -4.45
H -4.25 -1.01 -2.74
H -4.08 -0.71 -4.46
H -2.44 0.25 -2.91
C -0.29 -0.10 -0.20
O -0.96 1.14 -0.01
N 0.72 -0.50 0.43
N -0.43 -0.97 -1.14
H 1.01 0.02 1.23
H 0.91 -1.48 0.49
H -1.26 -0.73 -1.71
H 0.28 -1.65 -1.51
C -0.34 -3.85 0.82
O 0.89 -3.31 1.14
N -0.76 -4.98 1.31
N -1.20 -3.19 0.10
H -0.10 -5.63 1.76
H -1.31 -5.65 0.72
H -0.80 -2.31 -0.30
H -2.10 -3.59 -0.25
C 1.12 1.87 3.99
O 0.79 1.22 2.83
N 1.08 1.26 5.17
N 1.31 3.13 4.15
H 1.08 0.25 5.09
H 1.58 1.60 5.98
H 1.38 3.66 3.29
H 1.64 3.67 5.03
C 2.07 3.54 0.71
O 1.39 4.20 1.75
N 3.27 4.00 0.26
N 1.64 2.45 0.13
H 3.82 4.77 0.76
H 3.85 3.37 -0.11
H 0.77 2.23 0.57
H 2.04 1.74 -0.56
C -4.23 1.18 -1.18
O -5.37 1.37 -1.95
N -4.20 0.43 -0.15
N -3.09 1.61 -1.60
H -5.02 -0.09 0.03
H -3.36 0.13 0.35
H -3.08 2.19 -2.50
H -2.30 1.57 -0.92
C 3.40 -0.02 -1.91
O 4.06 0.14 -3.09
N 3.75 -0.85 -1.02
N 2.35 0.59 -1.55
H 4.64 -1.47 -1.15
H 3.50 -0.77 -0.03
H 1.86 1.04 -2.29
H 1.82 0.01 -0.81
C -4.40 -2.94 -0.67
O -3.91 -4.14 -0.22
H -3.65 -2.26 -1.00
H -4.94 -2.46 0.25
H -5.19 -3.20 -1.45
H -3.97 -4.13 0.71
C -1.80 -0.99 2.70
O -2.55 -1.36 1.54
H -2.20 -1.68 3.50
H -1.93 0.10 2.92
H -0.81 -1.20 2.52
H -1.92 -1.91 1.04
C -1.71 3.21 3.02
O -2.98 3.64 3.54
H -0.86 3.88 3.14
H -1.82 3.00 1.95
H -1.46 2.22 3.50
H -3.72 3.19 3.11
```

Calculated values
- net charge = 0
- orbital gap (eV) = 8.42
- energy (Ha) = -2628.79439

No. 3
ORCA calculation (ωB97M-V/def2-TZVPD) on 3 unconnected molecules or ions with the total composition C5H13O3 in a non-equilibrium geometry.

```
21
Properties=species:S:1:pos:R:3
C -1.62 -0.26 0.72
O -1.35 -0.24 2.17
C -0.32 -0.30 -0.04
C 0.22 -1.74 -0.19
C 1.55 -1.86 -0.92
C 2.53 -1.04 -0.60
H -2.12 0.68 0.53
H -2.19 -1.17 0.59
H -0.54 -0.01 -1.07
H 0.41 0.40 0.33
H -0.58 -2.30 -0.67
H 0.32 -2.30 0.74
H 1.59 -2.57 -1.73
H 2.34 -0.22 0.09
H 3.57 -1.03 -0.92
H -0.66 2.37 -0.15
H -0.12 3.35 1.03
O 0.44 2.72 0.55
H -0.85 2.53 -1.80
H -1.24 0.70 2.35
O -1.37 2.26 -1.04
```

Calculated values
- net charge = -1
- orbital gap (eV) = 7.71
- energy (Ha) = -423.99355

No. 4
ORCA calculation (ωB97M-V/def2-TZVPD) on C23H16F2N2O3 in the gas phase in a non-equilibrium geometry.

```
46
Properties=species:S:1:pos:R:3
O -1.67 2.68 -1.57
O 2.45 -2.57 2.18
O 2.91 0.66 -2.91
F -0.24 -3.58 -3.84
F -2.64 -0.05 -5.90
C -1.15 1.96 -0.74
C 1.84 -1.79 1.44
C 2.09 0.68 -2.02
C 0.65 -2.17 0.70
C -1.49 1.91 0.62
C -0.11 -1.17 0.07
C -0.72 0.96 1.21
C -1.13 0.47 5.41
C -1.04 1.76 4.88
C -1.01 -0.63 4.58
C -1.45 -1.83 -4.89
C -0.88 1.88 3.51
C -0.81 -0.48 3.22
C 0.23 -1.36 -3.22
C -1.01 0.43 -4.21
C -0.52 -2.28 -3.98
C -1.70 -0.47 -5.03
C -0.77 0.79 2.64
C -0.06 0.01 -3.28
N -0.16 1.03 -1.04
N 2.54 0.31 -0.78
C 2.25 -0.35 1.57
C 0.61 1.00 -2.28
C 0.21 0.30 0.17
C 1.72 0.52 0.43
H 0.36 -3.21 0.76
H -2.28 2.51 1.09
H -0.96 -1.51 -0.49
H -1.29 0.33 6.47
H -1.06 2.65 5.50
H -1.13 -1.59 5.05
H -1.94 -2.53 -5.57
H -0.82 2.88 3.10
H -0.75 -1.43 2.64
H 1.04 -1.77 -2.61
H -1.26 1.43 -4.28
H 3.54 0.29 -0.70
H 1.87 -0.04 2.56
H 3.32 -0.22 1.57
H 0.59 2.01 -2.73
H 1.82 1.58 0.70
```

Calculated values
- net charge = 0
- orbital gap (eV) = 8.73
- energy (Ha) = -1421.02121
- SMILES = O=C1C=C[C@]23C(c4ccccc4)=CC(=O)N2[C@H](c2cc(F)cc(F)c2)C(=O)N[C@@H]3C1